Record 1
Density functional theory data (wB97M-V/def2-TZVPD) for a molecular structure, C23H19Cl3CuF6N2O4S in a non-equilibrium geometry.

```
59
Properties=species:S:1:pos:R:3
Cu 0.0288 -0.2493 0.0844
Cl 0.5680 2.2572 -4.8052
C 2.4719 1.2872 -3.3135
Cl 3.1528 0.1706 -4.4486
Cl 3.4012 2.7083 -3.0231
C 1.8292 0.7098 -2.2046
N 1.3527 0.2504 -1.2656
O 1.0036 -0.5726 3.3070
C 0.9196 0.5634 2.8792
N 0.6096 0.9457 1.6003
S 0.6322 2.5593 1.4030
O 1.7739 2.9860 0.6358
O -0.6543 3.0633 0.9966
C 0.9373 2.9486 3.1112
C 1.0498 4.1708 3.7457
C 1.3401 4.1634 5.1050
C 1.5188 2.9603 5.7919
C 1.4044 1.7423 5.1307
C 1.1081 1.7602 3.7808
H 0.9123 5.0990 3.2027
H 1.4284 5.1030 5.6400
H 1.7495 2.9815 6.8527
H 1.5340 0.7907 5.6337
C 2.4414 -2.7429 -0.1875
C 1.0960 -3.2204 0.3831
O 0.0935 -2.3260 0.3901
C 0.6278 -4.4194 -0.5050
F -0.4207 -5.0778 0.0369
F 0.2235 -3.9593 -1.7051
F 1.5842 -5.3562 -0.7759
C 1.3706 -3.7730 1.8373
F 1.8260 -5.0699 1.8586
F 2.3160 -3.0510 2.4727
F 0.2706 -3.7495 2.5951
H 2.3183 -2.5258 -1.2489
H 3.2290 -3.4881 -0.0517
H 2.7179 -1.8226 0.3208
C -2.9847 -2.0118 0.8912
C -2.9543 -0.4814 0.9769
C -4.3166 0.0648 0.5071
C -1.8452 0.1149 0.1428
C -2.6437 0.0007 2.4088
C -2.0957 -0.8642 3.3554
C -1.7814 -0.4189 4.6352
C -1.9916 0.9046 4.9921
C -2.4998 1.7874 4.0450
C -2.8143 1.3397 2.7695
H -3.3514 -2.3011 -0.0975
H -3.6591 -2.4325 1.6477
H -1.9840 -2.4364 0.9938
H -4.4825 -0.2309 -0.5337
H -4.3735 1.1539 0.5605
H -5.1194 -0.3607 1.1198
H -2.0498 1.1926 0.0398
H -1.8576 -1.8836 3.0778
H -1.3373 -1.1107 5.3417
H -1.7328 1.2540 5.9855
H -2.6191 2.8383 4.2868
H -3.1508 2.0592 2.0353
```

Summary:
LUMO level (spin up / spin down) = 4.2 / 4.2 eV
Total charge = -2
HOMO level (spin up / spin down) = -2.095 / -2.510 eV
Spin multiplicity = 2

Löwdin population analysis, charges in e, atoms 1 to 4: atom 1 (Cu): 0.312, atom 2 (Cl): -0.354, atom 3 (C): -1.340, atom 4 (Cl): 0.540

Record 2
Density functional theory data (wB97M-V/def2-TZVPD) for 2 unconnected molecules or ions with the total composition C23H19Cl3NO6 in a non-equilibrium geometry.

```
52
Properties=species:S:1:pos:R:3
C -4.6515 -1.2181 -0.1807
O -3.9538 -0.3421 -1.0889
C -2.9533 -0.8246 -1.8606
C -2.3109 0.1041 -2.7196
C -1.2160 -0.3116 -3.4514
C -0.6730 -1.5850 -3.2246
C 0.7029 -1.8856 -3.7305
C 1.7324 -1.5475 -2.6986
C 2.2445 -2.7000 -1.9444
O 1.7002 -3.7868 -1.9224
O 3.4707 -2.5676 -1.3261
C 3.9034 -1.2095 -1.1230
C 3.0125 -0.5014 -0.1405
C 5.3328 -1.2374 -0.5650
O 3.9252 -0.5360 -2.3943
C 2.7575 -0.5761 -3.1120
O 2.6569 0.1186 -4.1062
C -1.3841 -2.5374 -2.4960
C -2.5240 -2.1679 -1.7890
H -5.4703 -0.6043 0.1867
H -5.0327 -2.0769 -0.7474
H -4.0053 -1.5415 0.6510
H -2.6904 1.1218 -2.7608
H -0.7390 0.3631 -4.1628
H 0.7798 -2.9655 -3.9287
H 0.9140 -1.2618 -4.6087
H 1.9768 -0.4679 -0.5316
H 2.9936 -1.0191 0.8277
H 3.3491 0.5295 0.0325
H 5.9880 -1.7607 -1.2621
H 5.6929 -0.2106 -0.4212
H 5.3360 -1.7547 0.4044
H -1.0088 -3.5585 -2.4258
H -3.0316 -2.8750 -1.1328
Cl 0.0140 0.3167 -0.2229
C -0.9835 1.5312 1.1180
Cl -2.5795 1.6137 0.3975
C -1.1687 0.7899 2.4772
O -1.3380 -0.4125 2.5520
C -1.1672 1.6864 3.6864
C -0.6619 3.0336 3.6275
C -0.7098 3.7880 4.8160
C -1.2318 3.2282 5.9534
C -1.7190 1.9079 5.9127
N -1.6688 1.1800 4.8045
C -0.1951 3.5225 2.3611
Cl 0.5163 5.1139 2.2776
C -0.3019 2.7975 1.2039
H -0.3057 4.7941 4.8016
H -1.2747 3.7912 6.8803
H -2.1535 1.4971 6.8159
H 0.1040 3.2145 0.2905
```

Summary:
ΔE to the lowest compared entry with this formula, charge and spin = 0.029 eV
LUMO level = 0.5 eV
Total charge = -1
HOMO level = -3.611 eV

Löwdin population analysis, charges in e, atoms 1 to 4: atom 1 (C): -0.080, atom 2 (O): -0.211, atom 3 (C): -0.338, atom 4 (C): -0.063

Record 3
Density functional theory data (wB97M-V/def2-TZVPD) for a molecular structure, C23H19Cl56F3InO2 in a non-equilibrium geometry.

```
104
Properties=species:S:1:pos:R:3
C -0.4779 2.6503 7.0055
C -0.8780 4.1313 6.7185
In -1.3805 4.4366 4.5612
C -0.2711 3.0027 3.1842
C 0.1938 3.8159 2.0208
O 0.9237 3.1560 0.9443
C 0.8464 1.7824 0.8637
C -0.5141 1.2276 0.4010
F -0.3667 0.5074 -0.7519
F -1.0049 0.3564 1.2526
F -1.3863 2.1400 0.1273
C -3.5696 4.1858 4.1344
C -4.0075 2.7848 3.7313
C -3.3147 1.6497 4.5038
O -3.9001 2.6144 2.3190
H -1.2687 2.1400 7.5495
H 0.4360 2.6144 7.5984
H -0.2603 2.1319 6.0761
H -1.7112 4.4160 7.3493
H -0.0619 4.7809 7.0220
H -0.8853 6.0761 4.0644
H -0.9921 2.2292 2.9535
H 0.5308 2.5594 3.7717
H 0.8447 4.5958 2.4033
H -0.6642 4.3334 1.5958
H 1.1975 1.2456 1.7393
H 1.5432 1.4993 0.0764
H -3.8268 4.8480 3.3092
H -4.1997 4.4962 4.9682
H -5.0753 2.6943 3.9707
H -4.0696 0.9295 4.8157
H -2.6424 1.0936 3.8580
H -2.7991 2.0095 5.3826
H -3.7607 1.6790 2.1247
C 2.8727 2.1126 -3.4336
Cl 4.0528 3.1500 -2.6239
Cl 3.6918 0.7010 -4.1155
Cl 1.6646 1.5634 -2.2713
Cl 2.0811 3.0186 -4.7299
C 4.0978 -3.3891 -2.7351
Cl 4.1214 -4.6379 -1.4841
Cl 5.7600 -2.9381 -3.1472
Cl 3.2778 -4.0063 -4.1712
Cl 3.2235 -1.9739 -2.1581
C -1.7064 -1.2884 -4.0494
Cl -2.1479 0.3713 -3.6539
Cl -1.8667 -1.5443 -5.7970
Cl -0.0353 -1.5864 -3.5665
Cl -2.7757 -2.4065 -3.1936
C -1.0314 9.1993 2.5528
Cl 0.1513 10.2822 3.3060
Cl -0.1948 7.8119 1.8576
Cl -2.1831 8.6640 3.7743
Cl -1.8940 10.0699 1.2685
C 4.9995 -6.5987 -7.1015
Cl 4.4837 -8.2570 -6.7701
Cl 5.3822 -5.7909 -5.5825
Cl 6.4244 -6.6195 -8.1499
Cl 3.6856 -5.7134 -7.8843
C -0.6722 -6.7008 -7.5406
Cl -0.8931 -5.0542 -6.9271
Cl -1.0881 -6.7606 -9.2577
Cl 1.0156 -7.1736 -7.3258
Cl -1.7246 -7.7999 -6.6415
C -5.3944 -9.0252 -5.0436
Cl -5.5871 -7.3759 -4.4437
Cl -5.7872 -9.0789 -6.7645
Cl -3.7199 -9.5404 -4.8095
Cl -6.4749 -10.1077 -4.1570
C -9.2451 -7.0091 -7.5428
Cl -10.7708 -6.1173 -7.5592
Cl -7.9258 -5.9317 -8.0114
Cl -8.9422 -7.6345 -5.9211
Cl -9.3374 -8.3569 -8.6843
C -1.9213 -2.4926 -10.7531
Cl -3.4624 -1.6282 -10.6903
Cl -0.6396 -1.3766 -11.2395
Cl -1.5515 -3.1639 -9.1620
Cl -2.0331 -3.8083 -11.9303
C 5.8994 -10.8445 -3.8502
Cl 6.3580 -9.1641 -4.1240
Cl 6.4885 -11.3731 -2.2699
Cl 4.1377 -10.9859 -3.9003
Cl 6.6060 -11.8609 -5.1130
C -0.2838 4.8044 10.5975
Cl 1.1410 3.7923 10.3372
Cl -0.1022 6.3146 9.7000
Cl -1.7226 3.9524 10.0416
Cl -0.4392 5.1638 12.3280
C 10.3795 -4.9852 -8.4253
Cl 11.8556 -5.8254 -7.9386
Cl 9.2625 -6.1389 -9.1634
Cl 9.6154 -4.2614 -7.0073
Cl 10.7773 -3.7211 -9.5935
C 2.3380 10.3836 6.8481
Cl 3.9241 10.7553 7.5436
Cl 1.3319 9.6043 8.0732
Cl 1.5648 11.8853 6.3196
Cl 2.5362 9.3069 5.4680
C -0.9755 6.8656 16.1490
Cl 0.2082 7.9555 16.8823
Cl -0.1426 5.4659 15.4659
Cl -2.1213 6.3257 17.3831
Cl -1.8443 7.7141 14.8683
```

Summary:
LUMO level = 0.9 eV
Total charge = -1
HOMO level = -4.679 eV

Löwdin population analysis, charges in e, atoms 1 to 4: atom 1 (C): -0.240, atom 2 (C): -0.378, atom 3 (In): 0.696, atom 4 (C): -0.252

Record 4
Density functional theory data (wB97M-V/def2-TZVPD) for a molecular structure, C23H19MnN4OS4 in a non-equilibrium geometry.

```
52
Properties=species:S:1:pos:R:3
Mn 0.5605 0.4417 -0.2057
C -0.8067 1.9564 -3.2613
C -1.7182 1.9046 -2.0734
C -2.9323 2.5893 -2.1953
C -3.7731 2.7290 -1.1169
C -3.3900 2.1527 0.0838
C -2.2173 1.4285 0.1414
N -1.3847 1.2906 -0.9214
C -1.8213 0.7104 1.3528
C -2.6064 0.6024 2.4880
C -2.1871 -0.2091 3.5281
C -1.0140 -0.9318 3.3897
C -0.2608 -0.7825 2.2366
N -0.6481 0.0585 1.2632
C 0.9247 -1.5842 1.9287
C 1.4617 -2.4299 2.8757
C 2.4922 -3.2812 2.5180
C 2.9109 -3.2613 1.2096
C 2.3775 -2.3562 0.2853
C 2.9780 -2.4391 -1.0864
N 1.3980 -1.4874 0.6511
H -1.1019 2.7754 -3.9124
H -0.8794 1.0426 -3.8506
H 0.2211 2.1375 -2.9593
H -3.1810 3.0256 -3.1527
H -4.6965 3.2867 -1.1969
H -4.0051 2.2648 0.9641
H -3.5487 1.1246 2.5558
H -2.7883 -0.3102 4.4218
H -0.7116 -1.6265 4.1579
H 1.0862 -2.4276 3.8878
H 2.9410 -3.9511 3.2393
H 3.6799 -3.9421 0.8738
H 3.7736 -3.1784 -1.0837
H 3.4244 -1.4988 -1.3996
H 2.2493 -2.7733 -1.8185
O 0.5638 2.3711 -0.0339
N 1.1976 3.1763 0.8292
C 0.8493 4.4752 0.8976
C 1.4802 5.2939 1.7989
C 2.4778 4.7698 2.6232
C 2.8326 3.4388 2.5144
C 2.1677 2.6431 1.5905
S 2.4253 0.9626 1.2935
H 0.0791 4.8025 0.2140
H 1.1935 6.3337 1.8606
H 2.9722 5.4033 3.3474
H 3.6163 3.0066 3.1215
S 2.3811 0.1699 -3.8032
C 1.3760 -0.1642 -2.4927
S 0.0706 -0.9958 -2.0066
S 2.5649 0.9446 -1.7820
```

Summary:
LUMO level (spin up / spin down) = -12.0 / -10.8 eV
Total charge = +3
HOMO level (spin up / spin down) = -17.475 / -17.465 eV
Spin multiplicity = 2

Löwdin population analysis, charges in e, atoms 1 to 4: atom 1 (Mn): 0.383, atom 2 (C): -0.024, atom 3 (C): -0.257, atom 4 (C): 0.032

For each record above, in turn, the calculated DFT total energy values are -5316.7779; -2774.6474; -27298.5116; -3924.8058 Eh.